The following is a DFT calculation (ωB97M-V with the def2-TZVPD basis set) of a cluster of 2 separate species, C3H8N2O in total in a non-equilibrium geometry.

XYZ file:
```
14
Properties=species:S:1:pos:R:3:forces:R:3:nbo_charge:R:1
O -0.80869 -0.42266 -0.87280 0.26 0.40 0.12 -0.5355
N 1.01220 2.41350 3.32019 -0.17 0.75 0.29 -0.7372
N 0.26038 1.26184 1.50971 -1.31 1.25 -0.01 -0.8466
C -1.10538 -1.78085 -2.81762 -0.21 -0.44 0.18 -0.7246
C 1.25196 1.60575 2.38070 0.37 -1.36 -0.74 0.2870
C -0.45673 -1.35988 -1.53378 -0.49 -1.06 -0.12 0.4585
H 0.22604 -2.14064 -1.13114 0.34 0.47 0.03 0.1021
H -1.94618 -1.16481 -3.05728 -0.47 0.51 -0.06 0.2329
H 2.21480 1.13756 2.15324 0.06 0.04 0.21 0.1390
H -0.02540 0.50140 0.91331 1.19 -0.45 0.08 0.4286
H -0.51193 1.89405 1.63606 -0.33 0.01 0.12 0.3808
H -1.46861 -2.79822 -2.63105 -0.01 0.02 -0.03 0.2336
H 1.83649 2.71257 3.82351 0.18 -0.23 -0.02 0.3411
H -0.47894 -1.85959 -3.69305 0.59 0.10 -0.05 0.2406
```
Positions in Å, forces in eV/Å.

- ΔE to the lowest compared entry with this formula, charge and spin (kcal/mol) = 41.77
- SMILES = [H]/N=C/N.CC=O
- electronic energy (Eh) = -303.82556
- HOMO (eV) = -8.78
- gap between HOMO and LUMO (eV) = 9.528

***

The following is a DFT calculation (ωB97M-V with the def2-TZVPD basis set) of an isolated molecule of C3H8N2O2.

XYZ file:
```
15
Properties=species:S:1:pos:R:3:forces:R:3:nbo_charge:R:1
O -1.47349 1.00147 1.60000 0.07 0.17 -0.03 -0.7351
O 0.34252 1.66746 -0.37889 0.18 -0.33 -0.06 -0.6806
N 0.38640 -0.61410 -0.43663 0.08 0.10 -0.08 -0.6377
N 2.23280 0.61749 -1.10267 0.07 0.07 0.09 -0.8398
C -1.01061 -0.76936 -0.04111 -0.12 0.02 0.03 -0.2508
C -1.27668 -0.37341 1.41329 -0.04 -0.41 0.00 -0.0653
C 0.93955 0.62071 -0.61501 -0.07 0.07 0.05 0.7867
H -1.66208 -0.17461 -0.69392 0.09 -0.08 0.06 0.2098
H 2.82758 -0.15368 -0.83534 -0.10 0.07 -0.07 0.3833
H -1.25663 -1.82600 -0.18465 0.02 0.15 0.05 0.2066
H 0.83875 -1.39758 -0.88020 -0.04 0.12 0.07 0.3946
H -0.86286 1.46673 1.00050 -0.08 0.01 0.06 0.4971
H 2.67235 1.52277 -1.01592 -0.04 -0.11 -0.05 0.4025
H -0.44610 -0.76353 2.02760 -0.12 0.11 -0.06 0.1528
H -2.19368 -0.87103 1.75092 0.11 0.04 -0.06 0.1759
```
Positions in Å, forces in eV/Å.

- ΔE to the lowest compared entry with this formula, charge and spin (kcal/mol) = 5.19
- SMILES = NC(=O)NCCO
- electronic energy (Eh) = -379.13273
- HOMO (eV) = -9.76
- gap between HOMO and LUMO (eV) = 10.411

***

The following is a DFT calculation (ωB97M-V with the def2-TZVPD basis set) of an isolated molecule of C3H8N2O2 in a non-equilibrium geometry.

XYZ file:
```
15
Properties=species:S:1:pos:R:3:forces:R:3:nbo_charge:R:1
O 1.57464 -0.68945 3.01874 1.01 -0.21 0.14 -0.5478
O -0.57138 -1.75107 2.31458 2.96 1.95 -0.71 -0.8467
N 0.68569 -0.11005 1.01219 -1.45 0.18 -0.76 -0.4687
N -0.35183 -0.11695 0.10528 0.28 0.72 1.29 -0.2656
C 0.80654 -0.75960 2.13633 -5.00 -3.45 2.43 0.9245
C -0.27552 -1.09999 -0.89437 0.03 -3.13 -0.19 -0.4295
C -0.80846 1.21882 -0.13347 3.12 0.53 0.07 -0.3887
H -1.08535 -1.82240 -0.66716 0.18 0.11 -0.60 0.2103
H 0.04894 1.93766 -0.39762 -1.10 -0.79 0.12 0.1591
H -1.54689 1.25571 -0.84308 -1.57 -0.16 -2.12 0.2061
H 0.64189 -1.75097 -0.77876 -0.68 0.99 -0.20 0.2035
H -1.26847 1.55386 0.73488 -0.63 0.89 1.79 0.2067
H -0.25921 -2.53219 2.80160 0.17 0.55 0.02 0.4672
H -0.36039 -0.80161 -1.93511 0.07 0.53 -0.03 0.1984
H 1.56307 0.09942 0.68476 2.59 1.31 -1.25 0.3711
```
Positions in Å, forces in eV/Å.

- ΔE to the lowest compared entry with this formula, charge and spin (kcal/mol) = 80.72
- SMILES = CN(C)NC(=O)O
- electronic energy (Eh) = -379.01238
- HOMO (eV) = -9.08
- gap between HOMO and LUMO (eV) = 9.743

***

The following is a DFT calculation (ωB97M-V with the def2-TZVPD basis set) of a cluster of 2 separate species, C3H8N2O2 in total in a non-equilibrium geometry.

XYZ file:
```
15
Properties=species:S:1:pos:R:3:forces:R:3:nbo_charge:R:1
O 0.29285 -1.29693 0.00487 0.63 -0.74 -0.01 -0.7463
O -0.81405 0.00200 1.41511 -0.01 -0.20 -0.13 -0.7728
N 0.48059 1.70752 -2.61109 -0.76 0.84 -0.91 -0.7580
N -0.85082 1.15416 -0.76296 1.99 1.06 -2.30 -0.7101
C 0.20658 -1.88611 2.38007 0.91 -0.08 0.18 -0.7226
C 0.30702 1.19511 -1.41713 -3.36 -1.28 1.62 0.3749
C -0.10053 -1.04336 1.14319 -0.69 1.00 0.78 0.7833
H -1.64080 1.54156 -1.25706 -0.12 0.21 0.09 0.3670
H 1.11334 0.59087 -1.05102 0.35 0.08 0.71 0.2386
H -0.96458 0.64105 0.22715 0.42 -0.55 0.95 0.4581
H -0.13740 -2.91577 2.22303 0.34 0.15 0.02 0.2219
H 1.38682 1.54225 -2.98751 0.20 0.24 -0.80 0.4124
H -0.29439 -1.47475 3.26422 0.04 -0.06 -0.37 0.2232
H -0.30086 2.10223 -3.16656 1.18 -0.41 0.58 0.4112
H 1.31623 -1.85983 2.59569 -1.13 -0.27 -0.41 0.2193
```
Positions in Å, forces in eV/Å.

- ΔE to the lowest compared entry with this formula, charge and spin (kcal/mol) = 23.92
- electronic energy (Eh) = -379.10288
- HOMO (eV) = -8.61
- gap between HOMO and LUMO (eV) = 8.898

***

The following is a DFT calculation (ωB97M-V with the def2-TZVPD basis set) of a cluster of 2 separate species, C3H8N2O2 in total in a non-equilibrium geometry.

XYZ file:
```
15
Properties=species:S:1:pos:R:3:forces:R:3:nbo_charge:R:1
O -0.94137 -0.18642 -1.41343 0.61 -1.16 0.19 -0.5702
O -2.19071 2.01869 -1.08670 -0.82 -0.58 -1.05 -0.4138
N -2.20312 1.24155 -2.04449 -0.35 1.87 0.01 0.0088
N 0.48326 -0.24608 0.34893 0.53 -0.52 0.07 -0.4024
C 1.14575 -1.45664 -0.08699 -0.07 -0.15 -0.08 -0.4224
C 0.96015 0.35081 1.56942 0.04 0.13 0.12 -0.3994
C -0.49355 0.27040 -0.37375 -0.58 0.74 0.06 0.5190
H 0.91550 -0.38185 2.37774 0.01 0.06 0.04 0.1993
H 2.22003 -1.28966 -0.16861 0.03 -0.01 0.01 0.1994
H 0.96139 -2.26549 0.62348 0.05 -0.01 0.00 0.1979
H -0.93166 1.21854 0.01678 0.27 -0.36 0.03 0.1599
H 0.74119 -1.73125 -1.05775 0.08 -0.05 0.03 0.2444
H -3.00903 0.56673 -1.98949 0.23 0.04 0.53 0.2615
H 1.99478 0.68085 1.45130 0.01 -0.01 0.05 0.1983
H 0.34740 1.20984 1.83358 -0.03 0.00 -0.02 0.2197
```
Positions in Å, forces in eV/Å.

- ΔE to the lowest compared entry with this formula, charge and spin (kcal/mol) = 97.75
- SMILES = CN(C)C=O.N=O
- electronic energy (Eh) = -378.98523
- HOMO (eV) = -8.22
- gap between HOMO and LUMO (eV) = 8.932

***

The following is a DFT calculation (ωB97M-V with the def2-TZVPD basis set) of an isolated molecule of C3H8N2O2.

XYZ file:
```
15
Properties=species:S:1:pos:R:3:forces:R:3:nbo_charge:R:1
O 0.44667 -1.87552 -0.09733 -0.01 0.03 0.21 -0.7022
O -2.09131 0.01530 -0.05731 0.29 0.19 0.20 -0.6256
N -0.00139 0.96691 -0.05532 0.00 -0.08 0.12 -0.6453
N -1.17020 0.65892 1.93177 -0.19 0.11 0.04 -0.8609
C 0.43172 0.28458 -1.26624 -0.05 -0.06 -0.15 -0.2513
C 1.17843 -1.01129 -0.93320 0.23 0.15 -0.25 -0.0722
C -1.16938 0.52578 0.54647 -0.10 -0.03 -0.10 0.7672
H -0.68180 1.44683 2.33427 -0.02 -0.11 -0.07 0.3815
H 1.08006 0.95205 -1.84593 -0.11 -0.12 0.07 0.1991
H -0.46561 0.07310 -1.85065 0.11 0.00 0.07 0.2362
H 0.74957 1.20993 0.57781 -0.12 -0.05 -0.03 0.3740
H 1.37105 -1.57112 -1.85337 0.01 0.11 0.08 0.1883
H 0.25110 -1.41367 0.72916 0.01 -0.19 -0.12 0.4645
H 2.15786 -0.76429 -0.48648 -0.14 -0.04 -0.03 0.1454
H -2.08678 0.50247 2.32634 0.07 0.07 -0.03 0.4014
```
Positions in Å, forces in eV/Å.

- ΔE to the lowest compared entry with this formula, charge and spin (kcal/mol) = 10.99
- SMILES = NC(=O)NCCO
- electronic energy (Eh) = -379.12349
- HOMO (eV) = -9.70
- gap between HOMO and LUMO (eV) = 10.376

***

The following is a DFT calculation (ωB97M-V with the def2-TZVPD basis set) of a cluster of 2 separate species, C3H8N2O2 in total in a non-equilibrium geometry.

XYZ file:
```
15
Properties=species:S:1:pos:R:3:forces:R:3:nbo_charge:R:1
O 0.12943 0.43407 0.85322 4.65 1.68 3.15 -0.6187
O 0.03950 -0.17356 -1.91041 0.01 0.56 -0.25 -0.4065
N 1.17390 0.66940 2.09172 -1.86 -0.70 -0.33 -0.1804
N -1.02794 0.26023 -1.15235 -0.91 -0.96 -0.37 -0.0969
C 0.33853 -1.53732 -1.61803 -0.04 0.21 0.19 -0.2500
C -1.50978 1.38365 -1.46401 0.56 0.19 -0.30 -0.1499
C 0.79233 0.09288 3.13720 -0.16 -0.24 0.09 -0.1026
H 1.24609 -1.75414 -2.17807 -0.08 -0.03 -0.05 0.1895
H 1.35716 0.28685 4.04525 0.20 -0.08 -0.11 0.1951
H 0.90876 1.03257 0.59826 -2.22 -0.77 -1.82 0.5009
H -0.47573 -2.19276 -1.92967 0.01 0.03 -0.07 0.1758
H -0.05617 -0.58563 3.19335 -0.12 0.19 -0.13 0.1906
H -1.09114 2.03116 -2.23291 0.02 -0.11 -0.10 0.1669
H -2.35170 1.72567 -0.88020 -0.01 -0.04 0.08 0.1919
H 0.52675 -1.67305 -0.55335 -0.04 0.08 0.02 0.1942
```
Positions in Å, forces in eV/Å.

- ΔE to the lowest compared entry with this formula, charge and spin (kcal/mol) = 160.46
- SMILES = C=NOC.C=NO
- electronic energy (Eh) = -378.88530
- HOMO (eV) = -9.34
- gap between HOMO and LUMO (eV) = 10.462

***

The following is a DFT calculation (ωB97M-V with the def2-TZVPD basis set) of a cluster of 2 separate species, C3H8N2O2 in total.

XYZ file:
```
15
Properties=species:S:1:pos:R:3:forces:R:3:nbo_charge:R:1
O -1.37704 -1.20865 1.01458 0.46 0.12 -0.08 -0.6411
O 0.76995 -0.85732 1.61285 -0.13 -0.07 0.01 -0.4937
N -2.46289 0.64634 -1.01661 -0.25 0.06 0.02 -1.1010
N 0.17131 -0.33518 -0.46709 -0.20 0.00 0.06 -0.6645
C 1.91085 -0.20883 1.05509 0.25 0.11 -0.06 -0.0769
C 1.53295 0.13961 -0.40367 0.15 0.04 -0.02 -0.2389
C -0.26359 -0.83069 0.72744 -0.29 -0.06 0.01 0.8810
H -0.55093 0.07132 -1.06684 0.17 -0.09 0.12 0.4505
H 2.76054 -0.89178 1.11959 -0.10 0.08 -0.03 0.1895
H 2.12748 0.68340 1.65055 -0.03 -0.13 -0.07 0.1839
H 1.60378 1.21570 -0.59921 -0.02 -0.15 0.06 0.1934
H -2.68257 -0.24667 -0.57722 0.02 0.08 -0.06 0.3950
H -3.20946 0.87674 -1.66498 0.09 -0.04 0.06 0.3649
H 2.17613 -0.37925 -1.12357 -0.10 0.08 0.10 0.1924
H -2.50651 1.32527 -0.26091 -0.01 -0.02 -0.11 0.3655
```
Positions in Å, forces in eV/Å.

- ΔE to the lowest compared entry with this formula, charge and spin (kcal/mol) = 6.79
- SMILES = O=C1NCCO1.N
- electronic energy (Eh) = -379.13019
- HOMO (eV) = -9.68
- gap between HOMO and LUMO (eV) = 10.543

***

The following is a DFT calculation (ωB97M-V with the def2-TZVPD basis set) of a structure of composition C3H8N2O2 in a non-equilibrium geometry.

XYZ file:
```
15
Properties=species:S:1:pos:R:3:forces:R:3:nbo_charge:R:1
O -1.26236 -1.49899 0.55405 -0.06 0.86 -1.02 -0.7072
O -1.80322 0.70087 0.67679 -0.43 0.03 -0.02 -0.7632
N -0.50506 0.31959 -1.45445 2.34 0.55 2.29 -0.8352
N 1.50860 -1.03214 0.84372 -0.15 0.33 -0.03 -0.8229
C 0.66215 0.14164 0.67870 -2.34 -1.66 -0.10 -0.1797
C 0.85412 0.91078 -0.56459 -2.76 -0.75 -2.69 -0.1731
C -0.94791 -0.33099 0.33846 2.41 -0.34 2.87 0.7871
H 1.71917 -1.46129 -0.05315 -0.07 0.14 0.02 0.3473
H -1.32305 0.91638 -1.58116 0.68 -0.42 -0.57 0.4191
H 1.70967 0.64897 -1.18509 0.04 0.34 0.16 0.2147
H 0.62625 0.75057 1.58076 0.18 -0.05 0.03 0.2043
H 0.64518 1.97384 -0.47055 0.30 -0.10 -0.16 0.2243
H -0.34685 -0.57607 -1.90833 -0.37 0.74 -0.42 0.4043
H 0.96951 -1.73880 1.34695 0.11 0.21 -0.06 0.3850
H -2.50619 0.27566 1.19788 0.10 0.12 -0.32 0.4951
```
Positions in Å, forces in eV/Å.

- ΔE to the lowest compared entry with this formula, charge and spin (kcal/mol) = 66.35
- electronic energy (Eh) = -379.03527
- HOMO (eV) = -8.55
- gap between HOMO and LUMO (eV) = 9.336